(1)
Formula: C46H59N8O2P
Source: the Open Molecules 2025 dataset
Level of theory: wB97M-V/def2-TZVPD

The calculation puts the electronic energy at -73958.375 eV. Its molecular weight is 787.01 g/mol. The calculation puts the frontier orbital gap at 8.39 eV. The largest force on an atom is 4.58 eV/Å. For the highest occupied orbital energy, the calculation gives -7.882 eV.

XYZ file:
```
116
C46H59N8O2P (wB97M-V/def2-TZVPD)
H 1.115 -1.667 -7.079
C -1.253 1.216 0.371
N -0.269 3.300 1.569
C -1.556 -4.942 -8.697
C -6.761 4.927 0.633
O -0.442 4.901 -0.216
H -8.414 4.650 1.989
H 3.990 -0.852 5.924
C 5.200 -1.185 0.801
C 3.020 -0.375 5.981
H -0.955 1.591 -0.664
H 2.276 6.965 -2.220
C 1.411 -3.517 1.835
H -0.201 -0.186 -5.561
H 3.234 -2.478 -0.363
N -1.454 -6.550 -0.666
C -5.307 4.131 2.787
H -1.915 4.271 3.530
C -2.461 4.079 6.851
H -0.187 -4.338 -5.814
H 0.066 -0.477 -3.096
H -4.768 3.807 3.671
C -4.635 4.441 1.615
H 1.023 4.750 2.642
H 0.288 -0.874 1.925
C -2.243 3.886 4.490
C -1.930 -5.582 0.135
H -4.015 -8.725 -0.337
C -2.025 4.615 5.649
C 2.024 -0.690 5.072
C 0.016 -6.670 -8.247
H 1.042 -6.441 -6.363
H 6.157 -1.156 1.431
H -3.555 4.368 1.562
C 0.305 -6.037 -7.047
H 4.768 -0.143 0.632
C 2.046 -2.714 -5.448
O 4.215 -2.025 1.473
N 4.910 4.962 -2.886
C -3.908 -6.805 0.640
C 5.032 5.246 -4.192
C 0.148 3.901 0.278
C 3.053 6.490 -2.806
H 1.695 -2.660 2.555
C -3.441 -7.820 -0.184
H 0.527 -7.587 -8.520
H 4.358 6.327 -5.923
H -1.808 -8.413 -1.458
C 1.484 1.152 6.998
C -3.285 2.212 5.819
C 1.415 3.374 -0.582
H 2.632 -3.374 -6.075
P 0.175 -2.912 0.497
H 3.496 0.841 7.691
H -0.610 1.333 2.492
C 1.201 -1.763 -6.002
C 2.741 0.566 6.961
H 2.456 -4.886 0.422
H 0.928 -4.314 2.514
C 4.212 6.135 -4.868
H 3.853 5.342 -1.167
C 0.615 -1.100 -3.794
H -2.312 4.608 7.786
H -2.322 1.594 0.574
N -6.641 4.203 2.925
H 1.232 1.890 7.748
H 5.501 -1.630 -0.216
H -2.134 -0.754 1.207
H 1.321 3.740 -1.664
N -1.297 -4.310 -7.542
H -3.474 -4.851 1.442
H -1.292 -4.703 0.231
H 0.838 1.499 1.309
H 3.396 -4.680 1.983
H -2.303 -4.468 -9.325
C -3.140 -5.662 0.806
H 4.621 -3.586 0.122
C -2.216 -7.646 -0.808
H 2.539 7.468 -4.650
C -0.934 -6.115 -9.092
C 3.203 6.767 -4.157
C 0.468 -0.938 -5.163
C -5.381 4.846 0.518
H 2.196 -1.417 4.285
H -0.444 1.194 6.035
H -1.708 -0.786 -0.627
N 1.424 -2.013 -3.232
C -7.339 4.599 1.849
H -1.185 -6.583 -10.035
H 0.771 -3.012 -0.812
H -3.793 1.260 5.934
C -0.263 1.793 1.493
C 0.835 3.617 2.551
H -1.528 5.577 5.622
H 5.834 4.724 -4.705
C 0.031 -1.051 0.817
H -4.892 5.097 -0.417
C 2.764 -4.111 1.210
H 2.763 -3.530 -3.587
C 3.927 5.588 -2.221
H 0.532 3.145 3.552
C 2.120 -2.800 -4.068
C 0.554 0.767 6.045
N -3.085 2.894 6.958
H 2.382 3.773 -0.134
N 0.799 -0.140 5.085
H 1.463 2.234 -0.630
H -3.070 2.065 3.685
H -7.375 5.239 -0.203
H 0.830 -0.542 0.156
H -4.862 -6.905 1.147
C -1.378 -0.407 0.411
C -0.375 -4.868 -6.742
C 3.713 -3.010 0.542
C -2.885 2.660 4.571
H 1.845 3.156 2.272
```

Atom charges from the Mulliken analysis, given in e for atoms 1 to 99: H 0.392; C -0.457; N 0.695; C -0.245; C -0.305; O -0.616; H 0.370; H 0.399; C -0.653; C -0.579; H 0.278; H 0.372; C 0.983; H 0.400; H 0.277; N -0.478; C -0.353; H 0.373; C -0.376; H 0.626; H 0.353; H 0.698; C -0.042; H 0.290; H -0.197; C 0.276; C 0.395; H 0.351; C -0.687; C 0.235; C -0.245; H 0.371; H 0.229; H 0.309; C -0.441; H 0.192; C -0.874; O -0.335; N -0.578; C -0.279; C -0.173; C 0.271; C -0.326; H -1.155; C -0.375; H 0.362; H 0.348; H 0.368; C -0.447; C -0.578; C -0.433; H 0.446; P -0.121; H 0.376; H 0.316; C -0.107; C -0.370; H 0.334; H 0.426; C -0.366; H 0.485; C -0.022; H 0.389; H 0.137; N -0.509; H 0.411; H 0.325; H 0.315; H 0.287; N -0.520; H 0.371; H 0.401; H 0.248; H 0.418; H 0.367; C -0.752; H 0.400; C -0.223; H 0.370; C -0.328; C -0.232; C -0.771; C -0.656; H -0.002; H 0.411; H 0.334; N -0.235; C -0.304; H 0.355; H 0.002; H 0.366; C -0.724; C -1.019; H 0.421; H 0.371; C -0.153; H 0.429; C -0.913; H 0.390

(2)
Formula: C20H30O5
Source: the Open Molecules 2025 dataset
Level of theory: wB97M-V/def2-TZVPD

The calculation puts the electronic energy at -31465.259 eV. Its molecular weight is 350.45 g/mol. The calculation puts the frontier orbital gap at 9.12 eV. As for the energy relative to the best compared isomer or geometry (same formula, charge and spin): 1.9 kcal per mole. The largest force on an atom is 0.64 eV/Å. For the highest occupied orbital energy, the calculation gives -8.303 eV.

XYZ file:
```
55
C20H30O5 (wB97M-V/def2-TZVPD)
C 0.946 -3.779 0.001
C -5.085 3.651 -2.322
O 4.128 -3.094 1.751
C -2.255 2.466 -1.972
H 1.803 -4.159 1.952
C 1.496 -2.068 1.795
C -3.324 2.381 -1.085
H 1.278 0.858 -0.378
C 1.834 0.270 1.615
H 0.559 -3.061 -1.998
H 1.712 2.200 0.691
H -1.425 -2.346 -0.847
H -4.490 5.574 -0.518
C -3.717 4.803 -0.543
H -2.284 3.937 0.821
H -4.238 1.156 0.408
H -0.488 -1.535 0.427
H -3.806 4.406 1.579
C 1.958 1.181 0.407
C -1.428 0.320 -1.257
H -5.091 3.189 -0.231
H 5.779 -4.963 0.638
C -0.499 -1.792 -0.640
C 5.532 -3.006 1.495
H 5.985 -4.910 2.396
O -0.449 -0.617 -1.421
H -2.146 3.334 -2.606
C -1.320 1.458 -2.058
C -2.489 0.224 -0.367
H -2.631 5.642 1.125
H 1.596 -2.006 -1.052
C 0.715 -2.646 -1.002
H -2.966 5.110 -1.274
C -3.419 1.249 -0.292
H -0.010 -4.108 0.409
C 6.179 -4.383 1.465
H 2.538 0.558 2.404
H 1.409 -4.621 -0.515
H -0.492 1.523 -2.746
H 0.820 0.288 2.029
C -4.354 3.479 -0.988
C 3.335 -3.347 0.710
C 1.882 -3.402 1.165
H -5.876 4.391 -2.228
H 5.931 -2.400 2.311
H 7.253 -4.277 1.334
H 2.973 1.153 0.020
H -2.606 -0.636 0.273
O 3.718 -3.517 -0.414
H -4.399 3.980 -3.099
O 0.698 -1.947 2.685
H -5.528 2.707 -2.634
O 2.144 -1.067 1.212
C -3.069 4.691 0.831
H 5.685 -2.494 0.539
```

Taken from the natural (NBO) analysis, the atomic charges in e are: C -0.387; C -0.596; O -0.509; C -0.209; H 0.257; C 0.824; C -0.039; H 0.227; C -0.076; H 0.217; H 0.218; H 0.175; H 0.200; C -0.386; H 0.210; H 0.209; H 0.174; H 0.200; C -0.630; C 0.372; H 0.198; H 0.223; C -0.068; C -0.075; H 0.211; O -0.523; H 0.210; C -0.264; C -0.324; H 0.208; H 0.231; C -0.428; H 0.194; C -0.184; H 0.213; C -0.634; H 0.185; H 0.235; H 0.220; H 0.205; C -0.221; C 0.818; C -0.414; H 0.206; H 0.191; H 0.217; H 0.210; H 0.222; O -0.597; H 0.201; O -0.596; H 0.212; O -0.521; C -0.607; H 0.199